one) The following is a DFT calculation (ωB97M-V/def2-TZVPD) of a cluster of 3 separate species, C5H10N2O8 in total.

```
! RIJCOSX wB97M-V def2-TZVPD def2/J DEFGRID3
* xyz 0 1
C 3.4227 -0.0766 0.7322
C 1.9732 0.3046 0.5223
C 1.1226 -0.9224 0.1746
C -0.2940 -0.4307 -0.2138
C -1.3759 -1.5803 -0.4677
O -1.2676 -2.7032 0.3227
N -1.9572 -2.3534 1.6340
O -1.9358 -3.2797 2.4298
O -2.3930 -1.2354 1.6679
O -0.0078 0.2252 -1.3464
O -1.6063 1.8134 -1.0282
O -2.5450 1.4177 -1.7420
N -2.0544 4.1331 -1.7367
O -2.7052 4.7150 -2.6517
O -1.5047 4.7865 -0.8491
H 4.0101 0.8088 0.9809
H 3.5216 -0.8095 1.5388
H 3.8373 -0.5131 -0.1823
H 1.5627 0.7842 1.4279
H 1.8983 1.0448 -0.2894
H 1.5442 -1.3977 -0.7328
H 1.0781 -1.6394 1.0111
H -0.7712 0.0102 0.7057
H -2.3614 -1.1192 -0.4336
H -1.1910 -1.9831 -1.4740
*
```

Output
Orbital gap (alpha / beta)   7.37 / 7.49 eV
LUMO energy (alpha / beta)   -2.810 / -2.851 eV
HOMO (alpha / beta)   -10.18 / -10.34 eV

---

two) The following is a DFT calculation (ωB97M-V/def2-TZVPD) of a cluster of 2 separate species, C5H10N2O8 in total.

```
! RIJCOSX wB97M-V def2-TZVPD def2/J DEFGRID3
* xyz 0 1
H 0.1932 -0.5520 -1.7481
C -0.2260 0.2028 -1.0018
C -1.7443 -0.2623 -0.9825
O -2.4396 0.6760 -1.7328
C 0.5015 -0.8265 0.3398
C 0.6817 -2.1884 -0.2916
C 1.7648 -0.1105 0.8653
O 2.5685 0.2238 -0.2418
N 3.2575 1.5216 0.0526
O 3.2506 1.8511 1.2145
O 3.7480 2.0092 -0.9369
O -0.4556 -0.8335 1.3296
H -0.0639 -1.3165 2.0761
O 0.0483 1.3855 -0.8773
O -3.0159 1.6715 2.0265
N -2.9642 2.5095 1.1316
O -3.8489 2.9001 0.3639
H -1.7172 -1.2360 -1.5237
H -2.1587 -0.3305 0.0447
H -3.3614 0.3824 -1.7747
H 1.2245 -2.1149 -1.2432
H 1.2685 -2.8439 0.3717
H -0.3061 -2.6309 -0.4749
H 1.4685 0.7274 1.5016
H 2.3264 -0.8151 1.5114
*
```

Output
Orbital gap (alpha / beta)   7.46 / 7.53 eV
LUMO energy (alpha / beta)   -1.836 / -2.077 eV
HOMO (alpha / beta)   -9.30 / -9.61 eV

---

Bottom line: two), by a margin of 457.7 kJ/mol.

---

one) The following is a DFT calculation (ωB97M-V/def2-TZVPD) of a structure of composition C11H10N2.

```
! RIJCOSX wB97M-V def2-TZVPD def2/J DEFGRID3
* xyz 0 1
C 2.6988 -0.6781 -0.1607
C 3.3211 0.6394 -0.0207
C 2.4549 1.6594 0.3175
C 1.0054 1.5098 0.6710
C 0.4086 0.2789 0.2513
C 1.3142 -0.8046 -0.0626
C -1.2043 0.0789 0.1352
C -1.9318 1.1186 -0.4535
C -3.1757 0.7144 -0.7161
C -3.9463 -0.2866 -0.2709
C -1.9931 -0.9700 0.8022
H 3.5211 -2.7349 0.2213
H 4.5582 -1.5413 -0.5138
H 4.4601 0.7707 -0.1202
H 2.7636 2.8446 -0.1773
H 0.4444 2.4675 0.9941
H 0.6988 -1.7944 -0.0467
H -1.3661 1.8999 -1.2385
H -3.6823 1.4041 -1.2713
H -4.9392 -0.4972 -0.6145
H -1.5105 -1.8533 1.3473
N 3.5553 -1.6911 -0.6388
N -3.3635 -1.2412 0.4193
*
```

Output
Orbital gap   8.92 eV
LUMO energy   0.505 eV
HOMO   -8.41 eV

---

two) The following is a DFT calculation (ωB97M-V/def2-TZVPD) of a cluster of 2 separate species, C11H10N2 in total.

```
! RIJCOSX wB97M-V def2-TZVPD def2/J DEFGRID3
* xyz 0 1
C 3.6322 -0.9404 0.2459
C 2.2777 -0.7673 0.1300
C 4.1877 0.3594 0.1600
C -2.5694 0.1374 -0.0404
C -1.8905 1.0560 0.9373
C -1.4831 -0.9783 0.1920
C -1.7410 0.7162 -1.2308
C -0.7826 0.0210 1.1440
C -1.0612 1.6887 -0.2002
C -0.6787 -0.3717 -0.9640
C -0.0882 0.5732 -0.0096
N 2.0016 0.5613 -0.0888
N 3.3315 1.2850 -0.1050
H 4.1459 -1.8173 0.3043
H 1.7084 -1.6542 0.2272
H 5.1114 0.8185 0.1700
H -3.6757 -0.1228 -0.2762
H -2.3354 1.6641 1.6747
H -1.8292 -1.9338 0.4560
H -2.1946 1.0819 -2.1069
H -0.3595 -0.2463 2.0463
H -0.9665 2.6857 -0.4284
H -0.2640 -1.0388 -1.6714
*
```

Output
Orbital gap   8.03 eV
LUMO energy   0.070 eV
HOMO   -7.96 eV

---

Bottom line: one), by a margin of 427.1 kJ/mol.

---

one) The following is a DFT calculation (ωB97M-V/def2-TZVPD) of the molecule CH6N2S.

```
! RIJCOSX wB97M-V def2-TZVPD def2/J DEFGRID3
* xyz 0 1
C 0.8037 -0.5218 0.1879
N -1.0244 1.0893 -1.3697
N 0.4168 -1.2175 1.4772
S 0.3933 1.3771 -0.4606
H 0.2954 -1.0646 -0.7229
H 1.8302 -0.5931 -0.0940
H 0.8629 -0.7438 2.2320
H -1.8748 1.0426 -0.7726
H -1.1216 1.7830 -2.0500
H -0.5814 -1.1512 1.5728
*
```

Output
Orbital gap   9.04 eV
LUMO energy   0.838 eV
SMILES   NCSN
HOMO   -8.21 eV

---

two) The following is a DFT calculation (ωB97M-V/def2-TZVPD) of a cluster of 2 separate species, CH6N2S in total.

```
! RIJCOSX wB97M-V def2-TZVPD def2/J DEFGRID3
* xyz 0 1
S 2.8276 -0.4075 -0.9861
H 2.8539 -1.6443 -0.4680
N -1.6534 0.5177 0.9060
C -0.4668 0.4931 0.2883
N -0.1175 -0.1974 -0.7156
H -2.4373 -0.0147 0.5953
H -1.8254 1.1852 1.6271
H 0.2989 1.1283 0.7345
H 1.3770 -0.3073 -0.8442
H -0.8569 -0.7529 -1.1372
*
```

Output
Orbital gap   8.76 eV
LUMO energy   0.587 eV
SMILES   [H]/N=C\N.S
HOMO   -8.17 eV

---

Bottom line: two), by a margin of 85.4 kJ/mol.

---

one) The following is a DFT calculation (ωB97M-V/def2-TZVPD) of a structure of composition C31H41BrGe2PdSe.

```
! RIJCOSX wB97M-V def2-TZVPD def2/J DEFGRID3
* xyz 0 1
Pd -0.0476 -0.1678 -1.2090
C -4.7502 0.9127 -0.2091
C -3.4043 1.5871 -0.4772
Ge -1.8822 0.5164 0.1691
C -0.9411 1.5731 1.5458
C -1.8832 1.9144 2.7020
C -2.4579 -1.1283 1.0308
C -1.7203 -2.2411 1.0159
Ge 0.0191 -2.2859 0.0683
C 0.2455 -3.3515 -1.5917
C -0.3612 -4.7535 -1.6431
C 1.3649 -2.8834 1.3720
C 1.2110 -4.3291 1.8533
C -2.0957 -3.4031 1.8639
C -2.2329 -3.2363 3.2419
C -2.5617 -4.3105 4.0559
C -2.7658 -5.5669 3.5036
C -2.6404 -5.7415 2.1321
C -2.2988 -4.6702 1.3217
H -5.5773 1.5153 -0.5890
H -4.9205 0.7584 0.8585
H -4.8029 -0.0641 -0.6948
H -3.3505 2.5570 0.0237
H -3.2857 1.7714 -1.5439
H -0.5443 2.4788 1.0819
H -0.0862 0.9953 1.9015
H -2.7559 2.4774 2.3631
H -1.3816 2.5193 3.4600
H -2.2482 1.0101 3.1944
H -3.3755 -1.1332 1.6205
H 1.3339 -3.4024 -1.7053
H -0.1350 -2.7671 -2.4283
H -0.0532 -5.3765 -0.8037
H -0.0547 -5.2604 -2.5605
H -1.4515 -4.7138 -1.6533
H 1.3409 -2.1862 2.2118
H 2.3318 -2.7512 0.8814
H 0.3090 -4.4719 2.4466
H 2.0640 -4.6113 2.4742
H 1.1732 -5.0351 1.0218
H -2.0597 -2.2572 3.6717
H -2.6547 -4.1660 5.1247
H -3.0212 -6.4054 4.1382
H -2.8043 -6.7168 1.6917
H -2.1949 -4.8167 0.2550
Br -4.7959 -0.9032 -5.8798
C -3.5573 -0.6795 -4.4617
C -2.7124 0.4180 -4.4602
C -1.8156 0.5752 -3.4124
C -1.7293 -0.3499 -2.3661
C -2.6011 -1.4386 -2.4043
C -3.5108 -1.6118 -3.4416
H -2.7572 1.1415 -5.2630
H -1.1731 1.4505 -3.4206
H -2.5876 -2.1762 -1.6114
H -4.1779 -2.4637 -3.4524
C 6.6491 -2.9198 -2.8015
C 5.5116 -2.2049 -2.1251
C 5.5427 -1.9118 -0.7705
C 4.5005 -1.2442 -0.1333
C 4.6337 -0.9240 1.3314
C 3.3741 -0.8690 -0.8798
Se 2.0001 0.1157 0.0442
C 3.3254 -1.1458 -2.2515
C 2.1800 -0.7252 -3.1285
C 4.3937 -1.8078 -2.8465
H 7.4264 -3.1869 -2.0865
H 7.1019 -2.2946 -3.5730
H 6.3054 -3.8361 -3.2846
H 6.4080 -2.2026 -0.1845
H 5.5662 -1.3280 1.7234
H 3.8034 -1.3349 1.9083
H 4.6282 0.1542 1.5014
H 1.2117 -1.0883 -2.7631
H 2.2907 -1.1396 -4.1302
H 2.1206 0.3638 -3.2078
H 4.3461 -2.0211 -3.9096
*
```

Output
Orbital gap   7.28 eV
LUMO energy   -0.293 eV
HOMO   -7.57 eV

---

two) The following is a DFT calculation (ωB97M-V/def2-TZVPD) of a structure of composition C31H41BrGe2PdSe.

```
! RIJCOSX wB97M-V def2-TZVPD def2/J DEFGRID3
* xyz 0 1
Pd -0.1046 -0.5497 0.4911
C 3.6084 1.9778 0.9447
C 2.3629 1.1950 1.3966
Ge 0.7195 1.7145 0.4226
C 0.0347 3.3352 1.2206
C 0.9740 4.5383 1.0279
C 1.2592 1.9511 -1.4233
C 1.4645 0.9199 -2.2560
Ge 0.8105 -0.8685 -1.7087
C 2.1024 -2.3109 -1.8719
C 2.7371 -2.5451 -3.2508
C -0.9275 -1.2751 -2.5412
C -1.0341 -1.6869 -4.0154
C 2.1274 1.1493 -3.5789
C 1.8544 0.3555 -4.6904
C 2.4320 0.6194 -5.9252
C 3.3126 1.6817 -6.0678
C 3.6311 2.4573 -4.9600
C 3.0493 2.1892 -3.7300
H 4.5136 1.5595 1.3904
H 3.5600 3.0280 1.2329
H 3.7289 1.9399 -0.1401
H 2.1776 1.3255 2.4658
H 2.5232 0.1298 1.2306
H -0.1170 3.1305 2.2826
H -0.9455 3.5366 0.7910
H 1.9399 4.3819 1.5100
H 0.5404 5.4444 1.4571
H 1.1650 4.7399 -0.0293
H 1.4800 2.9632 -1.7709
H 1.5767 -3.2010 -1.5298
H 2.8820 -2.1074 -1.1329
H 1.9912 -2.8173 -4.0020
H 3.4598 -3.3629 -3.2000
H 3.2637 -1.6639 -3.6177
H -1.5411 -0.3934 -2.3525
H -1.3356 -2.0648 -1.9092
H -0.7324 -0.8884 -4.6921
H -2.0690 -1.9328 -4.2646
H -0.4283 -2.5681 -4.2415
H 1.1799 -0.4822 -4.5918
H 2.1967 -0.0109 -6.7742
H 3.7562 1.8985 -7.0314
H 4.3415 3.2698 -5.0526
H 3.3252 2.7835 -2.8671
Br 1.5810 -6.6086 2.8047
C 1.0510 -4.9592 2.0501
C 0.3058 -4.9576 0.8796
C -0.0364 -3.7448 0.2957
C 0.3116 -2.5309 0.8863
C 1.0581 -2.5723 2.0670
C 1.4296 -3.7793 2.6615
H 0.0093 -5.8944 0.4251
H -0.6084 -3.7620 -0.6267
H 1.3658 -1.6530 2.5497
H 2.0089 -3.7984 3.5757
C -5.7300 0.3751 5.5681
C -4.7329 0.4535 4.4408
C -4.3465 1.6715 3.9080
C -3.4949 1.7610 2.8085
C -3.1277 3.1306 2.3038
C -3.0223 0.5769 2.2197
Se -2.1858 0.6855 0.4842
C -3.3473 -0.6721 2.7857
C -2.8239 -1.9775 2.2609
C -4.1988 -0.7011 3.8844
H -5.9299 1.3594 5.9918
H -5.3768 -0.2790 6.3668
H -6.6775 -0.0318 5.2088
H -4.7243 2.5876 4.3507
H -3.5765 3.8975 2.9353
H -3.4645 3.2831 1.2774
H -2.0495 3.2684 2.3064
H -1.7413 -2.0127 2.3038
H -3.1021 -2.1280 1.2176
H -3.2090 -2.8086 2.8530
H -4.4613 -1.6643 4.3110
*
```

Output
Orbital gap   6.37 eV
LUMO energy   -1.268 eV
HOMO   -7.64 eV

---

Bottom line: one), by a margin of 151.8 kJ/mol.

---

one) The following is a DFT calculation (ωB97M-V/def2-TZVPD) of a cluster of 2 separate species, C3H9N2O3 in total.

```
! RIJCOSX wB97M-V def2-TZVPD def2/J DEFGRID3
* xyz -1 1
O -3.4195 -0.0100 -0.1526
C -2.2672 0.1769 0.1889
N -1.8786 1.3270 0.8387
C -1.1419 -0.8291 0.0067
N 0.1160 -0.2080 -0.3157
C 1.2624 -1.1206 -0.2716
O 2.3679 -0.6456 -0.8376
H -1.0437 1.3124 1.3972
H -2.6131 1.8557 1.2893
H -1.4914 -1.6004 -0.6985
H -1.0281 -1.2997 0.9937
H 0.0707 0.4323 -1.0990
H 0.9378 -2.1158 -0.7016
H 1.3751 -1.3797 0.8270
H 3.7151 1.9555 0.4151
H 3.1293 0.5064 -0.1082
O 3.8509 1.0159 0.3995
*
```

Output
Orbital gap   6.87 eV
LUMO energy   3.482 eV
HOMO   -3.39 eV

---

two) The following is a DFT calculation (ωB97M-V/def2-TZVPD) of a cluster of 2 separate species, C3H9N2O3 in total.

```
! RIJCOSX wB97M-V def2-TZVPD def2/J DEFGRID3
* xyz -1 1
O -1.1976 -0.8493 1.4024
C -0.0950 -0.7279 0.6434
N -0.0490 -1.7984 -0.3443
C -0.0405 0.5538 -0.2203
O -0.5608 0.4823 -1.5018
C 1.2366 -0.7544 1.5012
N 2.5820 -0.2389 0.9972
H -0.1676 -1.4269 -1.2993
H 1.0173 0.7616 -0.2916
H -0.3079 1.4985 0.2262
H 1.2950 -1.8589 1.6976
H 1.3143 -0.1930 2.4882
H -1.0243 -2.2226 -0.2392
H 2.9907 -0.9814 0.5336
H -1.8968 3.6661 -2.0082
H -1.0123 1.3089 -1.7928
O -1.5599 2.7771 -1.8294
*
```

Output
Orbital gap   3.88 eV
LUMO energy   0.163 eV
HOMO   -3.72 eV

---

Bottom line: one), by a margin of 667.9 kJ/mol.